# 1
{"formula": "H36O18", "method": "ωB97M-V/def2-TZVPD", "energy_ev": -37437.4283, "de_lowest_kj_mol": 490.4, "e_lumo_ev": -0.43, "orbital_gap_ev": 10.5, "charge": 0, "elements": ["O", "H", "H", "O", "H", "H", "O", "H", "H", "O", "H", "H", "O", "H", "H", "O", "H", "H", "O", "H", "H", "O", "H", "H", "O", "H", "H", "O", "H", "H", "O", "H", "H", "O", "H", "H", "O", "H", "H", "O", "H", "H", "O", "H", "H", "O", "H", "H", "O", "H", "H", "O", "H", "H"], "xyz": [[0.04666, -2.08244, 4.97052], [-0.25456, -2.70822, 5.63470], [0.92388, -2.42713, 4.77645], [4.66888, -1.94212, -0.87885], [4.53222, -2.46864, -0.09012], [3.78744, -1.58811, -1.06266], [-4.61102, 2.69962, -2.03715], [-4.08199, 3.41883, -1.67980], [-4.34116, 2.72264, -2.95922], [1.65227, -4.80211, -2.10347], [2.02761, -5.68138, -2.17556], [0.88138, -4.97246, -1.56033], [0.30530, 1.11796, 0.76022], [0.11913, 0.61371, 1.55593], [0.14562, 2.04090, 0.98199], [2.97020, -3.27490, 3.48960], [3.25722, -3.76066, 2.77249], [3.61463, -3.24716, 4.19673], [-2.26238, -4.43316, 0.69047], [-2.69054, -3.75834, 1.21990], [-1.32242, -4.25693, 0.78855], [-2.87055, 0.10855, -4.56010], [-2.78671, -0.67287, -3.99980], [-3.70924, -0.02276, -5.01285], [-6.41899, 0.68098, -0.37821], [-5.80775, 0.37818, -1.05907], [-5.82852, 0.99121, 0.29992], [1.69149, 5.71480, -0.50548], [1.89342, 5.22130, -1.30265], [2.41752, 5.65265, 0.08667], [0.35043, 0.17044, -3.59618], [0.10498, -0.47864, -2.94105], [1.24938, 0.41163, -3.34925], [2.66269, -0.15613, 4.62273], [3.17201, 0.60154, 4.35089], [1.77432, 0.17109, 4.46777], [-2.28229, -1.92598, 3.11572], [-3.15203, -1.96579, 2.73721], [-1.76230, -1.15427, 3.27318], [2.44958, -0.10796, -0.36476], [1.81761, -0.79985, -0.53101], [2.57817, 0.69775, -0.84423], [3.27275, 3.11182, 0.68826], [3.34703, 2.26671, 1.16310], [3.92335, 3.53074, 1.27171], [0.85189, 2.85707, -4.71005], [0.21245, 2.19938, -4.94019], [1.70181, 2.59448, -5.04644], [-3.01011, -1.66061, -1.78791], [-2.10465, -1.75562, -1.48122], [-3.28915, -2.52683, -2.09545], [0.29653, 4.15443, 2.23410], [-0.60107, 4.21859, 1.92917], [0.33698, 4.46554, 3.14081]], "mulliken_charge": [-0.57, 0.27, 0.31, -0.60, 0.29, 0.33, -0.59, 0.30, 0.31, -0.61, 0.31, 0.30, -0.52, 0.26, 0.28, -0.58, 0.28, 0.30, -0.62, 0.31, 0.30, -0.59, 0.31, 0.29, -0.61, 0.30, 0.29, -0.60, 0.30, 0.29, -0.53, 0.24, 0.31, -0.57, 0.28, 0.29, -0.61, 0.32, 0.29, -0.62, 0.28, 0.29, -0.54, 0.26, 0.29, -0.63, 0.31, 0.30, -0.65, 0.30, 0.34, -0.58, 0.31, 0.28]}

=====

# 2
{"formula": "C6H9N", "method": "ωB97M-V/def2-TZVPD", "energy_ev": -7853.5785, "de_lowest_kj_mol": 442.0, "e_lumo_ev": 0.68, "orbital_gap_ev": 9.4, "charge": 0, "elements": ["C", "C", "C", "C", "C", "C", "N", "H", "H", "H", "H", "H", "H", "H", "H", "H"], "xyz": [[-0.85160, -1.41626, 0.84384], [-0.50706, -0.12596, 0.14892], [0.28447, 0.78353, 1.04157], [1.41716, 0.79957, -0.55983], [0.49057, -0.26083, -0.99481], [-1.70696, 0.58089, -0.28001], [-2.64766, 1.16501, -0.60837], [-1.40079, -2.06891, 0.16691], [-1.44472, -1.21545, 1.73776], [0.07710, -1.90957, 1.14147], [1.43878, 0.95678, 0.97676], [-0.04514, 1.82070, 1.05859], [1.34952, 1.74844, -1.06849], [2.46469, 0.47244, -0.61879], [0.09578, -0.10066, -1.99196], [0.98586, -1.22973, -0.99356]], "mulliken_charge": [-1.65, 1.96, -1.25, -0.60, -1.02, -0.19, -0.51, 0.41, 0.39, 0.39, 0.38, 0.32, 0.36, 0.36, 0.29, 0.35]}

=====

# 3
{"formula": "C34H63FO27", "method": "ωB97M-V/def2-TZVPD", "energy_ev": -94279.4285, "de_lowest_kj_mol": 0.0, "e_lumo_ev": 0.25, "orbital_gap_ev": 10.4, "charge": 0, "elements": ["O", "C", "O", "C", "C", "F", "O", "H", "H", "H", "C", "C", "O", "C", "O", "O", "C", "H", "H", "H", "H", "H", "H", "H", "H", "C", "C", "O", "C", "O", "O", "C", "H", "H", "H", "H", "H", "H", "H", "H", "C", "C", "O", "C", "O", "O", "C", "H", "H", "H", "H", "H", "H", "H", "H", "C", "C", "O", "C", "O", "O", "C", "H", "H", "H", "H", "H", "H", "H", "H", "C", "C", "O", "C", "O", "O", "C", "H", "H", "H", "H", "H", "H", "H", "H", "C", "C", "O", "C", "O", "O", "C", "H", "H", "H", "H", "H", "H", "H", "H", "C", "C", "O", "C", "O", "O", "C", "H", "H", "H", "H", "H", "H", "H", "H", "O", "C", "O", "C", "C", "O", "H", "H", "H", "H"], "xyz": [[2.86854, 1.06386, -2.67349], [2.69837, -0.09764, -2.83934], [1.54235, -0.59066, -3.34217], [1.56978, -2.00267, -3.19550], [3.01797, -2.30891, -2.94126], [3.64968, -2.44944, -4.15030], [3.46863, -1.10213, -2.35322], [0.93982, -2.28350, -2.34541], [1.17352, -2.50316, -4.07704], [3.18086, -3.16891, -2.29950], [2.75982, -9.70216, 3.64757], [1.65679, -8.83295, 3.08086], [1.93032, -7.45991, 3.33270], [1.07186, -6.57213, 2.81203], [-0.03421, -6.83030, 2.43646], [1.67617, -5.39842, 2.77733], [0.87100, -4.29741, 2.31327], [3.52112, -9.10921, 4.15959], [3.33290, -10.23313, 2.88627], [2.40734, -10.43969, 4.36653], [0.69646, -9.03912, 3.56236], [1.54553, -8.98868, 2.00499], [1.40963, -3.40422, 2.59587], [-0.09090, -4.28510, 2.82158], [0.72053, -4.35240, 1.23976], [-6.94611, -2.03923, -5.52132], [-6.26537, -1.07384, -6.48000], [-5.24366, -0.31805, -5.86026], [-4.00641, -0.76161, -5.82331], [-3.57787, -1.75612, -6.35601], [-3.29381, 0.05739, -5.07150], [-1.90312, -0.11942, -4.89810], [-6.99653, -1.62715, -4.51300], [-6.38034, -2.96675, -5.40529], [-7.91483, -2.35932, -5.90156], [-6.93788, -0.39028, -6.99645], [-5.84969, -1.65611, -7.30963], [-1.37390, 0.11632, -5.82401], [-1.70206, -1.17311, -4.68542], [-1.59971, 0.54582, -4.09726], [3.87278, 7.80870, 2.01608], [3.42585, 6.46540, 1.37822], [2.02360, 6.49014, 1.21375], [1.27698, 5.70276, 1.99609], [1.68826, 5.04904, 2.90279], [0.03182, 5.77275, 1.55326], [-0.86119, 4.74849, 1.94001], [3.56966, 8.61192, 1.34828], [4.95570, 7.74656, 2.11403], [3.36721, 7.88788, 2.97564], [3.79974, 5.66169, 2.01280], [3.93511, 6.38735, 0.41794], [-1.13126, 4.11984, 1.08613], [-1.78000, 5.22335, 2.27957], [-0.47834, 4.05542, 2.68842], [2.57398, -1.08982, 3.89158], [1.41632, -0.54658, 4.71715], [1.37968, 0.86716, 4.53686], [1.68941, 1.76730, 5.47319], [1.63077, 2.93327, 5.26453], [2.32391, 1.18719, 6.50840], [3.06043, 2.02744, 7.38945], [2.49710, -0.63064, 2.90449], [2.59257, -2.17389, 3.83243], [3.52384, -0.72714, 4.28998], [1.58582, -0.77452, 5.76847], [0.46609, -0.99713, 4.43796], [2.56774, 2.90684, 7.80874], [3.90692, 2.38514, 6.79754], [3.32231, 1.40345, 8.24100], [6.47735, -0.18256, 4.94737], [6.16078, 0.44273, 3.62006], [5.64070, 1.75103, 3.95233], [4.70254, 2.36518, 3.23266], [4.13128, 3.34334, 3.58598], [4.32150, 1.61914, 2.17104], [3.13152, 2.03883, 1.53920], [7.01930, -1.11630, 4.76686], [5.59628, -0.34055, 5.56389], [7.18367, 0.45628, 5.48000], [5.42674, -0.14348, 3.06826], [7.04766, 0.58460, 3.00049], [3.12275, 3.12564, 1.41800], [2.29021, 1.81902, 2.20338], [2.95818, 1.56822, 0.57605], [-3.53883, -1.30185, -2.39428], [-4.17132, -2.58491, -2.95963], [-4.82795, -3.25984, -1.91031], [-6.09059, -3.64357, -2.10004], [-6.70032, -3.65914, -3.13924], [-6.58060, -3.99788, -0.92349], [-7.88004, -4.56093, -0.89796], [-2.96313, -1.53738, -1.49887], [-4.28136, -0.54021, -2.17005], [-2.86233, -0.95450, -3.17803], [-3.47845, -3.19206, -3.54534], [-4.83206, -2.23224, -3.75955], [-8.51069, -4.01842, -1.60421], [-8.28929, -4.61744, 0.10258], [-7.88176, -5.57388, -1.31282], [-4.19612, 6.10129, -3.38320], [-3.43023, 4.95918, -2.79686], [-2.53696, 4.41370, -3.79112], [-1.56155, 3.61382, -3.44678], [-1.19476, 3.35214, -2.32362], [-0.93767, 3.21260, -4.55778], [0.28443, 2.52506, -4.34019], [-3.46647, 6.76275, -3.85895], [-4.69458, 6.60240, -2.55649], [-4.86742, 5.83362, -4.19799], [-4.05446, 4.11084, -2.50841], [-2.84228, 5.31101, -1.94851], [0.63006, 1.93973, -5.18528], [0.28804, 1.84262, -3.48852], [1.03374, 3.26184, -4.04597], [0.28507, -1.41692, 1.53169], [0.20281, -0.62514, 0.64565], [-0.18460, -0.90574, -0.62428], [-0.42448, 0.30114, -1.34777], [0.13255, 1.37255, -0.41568], [0.25368, 0.68698, 0.82051], [0.05574, 0.30359, -2.32588], [-1.48402, 0.45637, -1.55337], [-0.55893, 2.20614, -0.33797], [1.12132, 1.76167, -0.65910]], "mulliken_charge": [-0.50, 0.63, -0.12, -0.36, 0.09, -0.31, -0.34, 0.20, 0.35, 0.39, -1.07, -0.21, -0.28, 0.66, -0.54, -0.29, -0.25, 0.31, 0.30, 0.29, 0.30, 0.31, -0.14, 0.36, 0.27, -1.10, -0.25, -0.36, 0.75, -0.61, -0.19, -1.07, 0.22, 0.30, 0.44, 0.38, 0.28, 0.50, 0.43, 0.10, -1.24, 0.07, -0.37, 0.84, -0.50, -0.38, -0.38, 0.31, 0.37, 0.31, 0.04, 0.36, -0.02, 0.32, 0.26, -0.01, -0.39, -0.23, 0.69, -0.51, -0.37, -0.66, -0.18, 0.38, -0.18, 0.39, 0.30, 0.27, 0.26, 0.25, -1.23, -0.08, -0.33, 0.67, -0.46, -0.39, 0.02, 0.37, 0.24, 0.36, 0.22, 0.35, 0.02, 0.18, 0.07, -0.04, 0.36, -0.26, 0.74, -0.56, -0.35, -0.66, 0.42, 0.38, -0.56, 0.36, -0.49, 0.31, 0.23, 0.29, -1.29, -0.04, -0.36, 0.76, -0.51, -0.29, -0.34, 0.31, 0.38, 0.33, 0.29, 0.22, 0.30, -0.09, 0.46, -0.49, 0.52, -0.36, 1.33, 0.37, -0.10, -1.55, 0.08, -0.13, 0.14]}